Record 1
65
Properties=species:S:1:pos:R:3:forces:R:3 method="wB97M-V/def2-TZVPD" e_homo_ev="-17.2 / -17.2" multiplicity=2 charge=+3 e_above_lowest_ev=0.000 lumo_ev="-11.07 / -11.42"
Re 0.28368 -0.44461 -0.16075 0.08 -1.13 0.30
N -1.17505 0.47032 2.35435 0.02 0.13 -0.09
P -0.07087 1.28977 1.33351 0.30 0.35 0.53
C 1.33952 1.77921 2.34402 -0.30 0.16 -0.24
C 1.09300 2.82313 3.24525 -0.09 0.06 -0.05
C 2.08415 3.23257 4.11802 0.02 -0.01 0.01
C 3.32573 2.60721 4.09929 -0.04 -0.05 -0.06
C 3.57233 1.57064 3.20769 0.05 0.05 0.05
C 2.58642 1.15547 2.32738 0.01 -0.08 0.04
C -0.91038 2.72289 0.68975 -0.17 -0.20 0.10
C -0.13462 3.74711 0.14226 0.13 -0.03 0.06
C -0.75683 4.85379 -0.40796 0.01 0.04 -0.03
C -2.14349 4.94331 -0.40546 -0.05 -0.07 0.04
C -2.91631 3.92188 0.14000 -0.01 0.08 -0.05
C -2.30778 2.80106 0.67943 0.09 -0.04 -0.05
C -0.95561 -0.87343 2.53542 -0.13 -0.13 0.27
C -1.39058 -1.55016 3.67239 0.03 -0.14 -0.03
C -1.12229 -2.89745 3.79503 -0.01 0.14 -0.05
C -0.42505 -3.57307 2.78089 -0.02 0.02 -0.04
C -0.04302 -2.86879 1.68128 0.03 -0.30 -0.10
N -0.30723 -1.53582 1.53518 0.50 0.74 -0.38
H -1.61042 0.95705 3.13078 0.05 -0.02 0.00
H 0.13406 3.33024 3.25091 0.01 0.02 0.02
H 1.89296 4.04430 4.80607 0.00 0.01 0.01
H 4.10263 2.93348 4.77722 0.01 -0.01 0.00
H 4.54029 1.08922 3.19218 0.01 0.00 0.01
H 2.81677 0.35445 1.64048 -0.05 -0.07 -0.04
H 0.94789 3.69580 0.17694 0.01 0.02 -0.01
H -0.16114 5.65770 -0.81778 0.01 0.01 -0.01
H -2.62338 5.81999 -0.81939 -0.02 0.00 0.01
H -3.99433 4.00794 0.15719 -0.01 0.00 -0.01
H -2.91636 2.00813 1.09583 0.01 -0.01 0.03
H -1.91447 -1.00880 4.44772 -0.01 -0.01 0.02
H -1.44388 -3.43332 4.67855 -0.01 0.01 0.02
H -0.19914 -4.62623 2.85659 0.00 -0.01 0.00
H 0.47660 -3.33642 0.85265 0.03 0.01 0.03
C -4.53540 0.64187 -3.97614 -0.12 0.03 -0.13
C -3.38367 0.41740 -3.07634 0.23 -0.06 0.20
C -3.35793 -0.64612 -2.15850 -0.07 0.06 -0.08
C -2.26716 -0.84492 -1.36062 0.25 -0.01 0.06
N -1.17155 -0.03018 -1.42306 -0.78 0.49 -0.64
C -1.18418 1.01788 -2.30202 0.07 -0.04 0.16
C -2.25340 1.25400 -3.11784 -0.09 -0.11 0.01
H -5.38926 0.02096 -3.71947 0.00 0.00 0.00
H -4.23251 0.40715 -5.00205 -0.03 0.01 0.00
H -4.83206 1.69202 -3.97165 0.00 0.00 -0.01
H -4.19681 -1.32340 -2.07549 -0.02 0.00 0.00
H -2.22533 -1.66482 -0.64924 -0.02 0.00 -0.03
H -0.30212 1.64142 -2.30549 -0.03 0.04 -0.03
H -2.21485 2.09119 -3.80204 0.01 0.01 0.00
O 4.00157 -6.05182 -3.21916 0.33 -0.21 -0.11
C 2.85722 -5.54774 -2.79709 -0.40 0.38 0.16
O 1.87114 -6.20419 -2.63452 0.10 -0.06 -0.02
C 2.79130 -4.06199 -2.46730 0.30 -0.25 0.00
C 3.86816 -3.33461 -1.96519 -0.03 0.16 0.06
C 3.69534 -2.01651 -1.56628 0.48 -0.15 0.26
C 2.45559 -1.41708 -1.71033 -0.12 0.19 0.06
S 2.16090 0.20756 -1.05090 0.20 -0.03 0.03
C 1.38648 -2.12899 -2.26359 -0.39 -0.06 0.01
C 1.55344 -3.46211 -2.61091 -0.31 0.16 -0.02
H 4.68013 -5.39731 -3.43293 -0.09 -0.02 0.00
H 4.83772 -3.79987 -1.83856 0.03 0.03 -0.01
H 4.51591 -1.45967 -1.13103 0.04 -0.05 -0.03
H 0.45566 -1.61491 -2.49229 0.03 -0.10 -0.18
H 0.74186 -4.05376 -3.01287 -0.05 0.04 0.00

=====

Record 2
66
Properties=species:S:1:pos:R:3:forces:R:3 method="wB97M-V/def2-TZVPD" e_homo_ev="-7.5 / -7.9" multiplicity=3 e_above_lowest_ev=0.799 lumo_ev="0.16 / -1.13"
Pd 1.49517 0.73184 -0.22720 0.31 1.09 0.21
O 5.38957 1.88954 -1.13470 0.01 0.15 -0.18
C 4.17527 1.82034 -0.94790 0.15 0.05 0.31
N 3.54737 1.27184 0.08320 -0.54 -0.50 0.08
C 4.29017 0.55654 1.09220 0.16 0.20 -0.24
C 3.40887 -0.48766 1.73780 0.01 0.00 0.16
C 3.93457 -1.61306 2.36360 -0.05 0.10 0.09
C 3.08607 -2.51746 2.97850 -0.06 0.22 -0.13
C 1.71997 -2.27386 2.95880 0.20 0.03 0.05
C 1.26807 -1.14246 2.30480 -0.16 -0.10 0.25
N 2.08407 -0.27656 1.70630 0.21 -0.44 0.03
C 3.18817 2.43504 -1.91880 0.20 0.26 -0.51
C 3.55287 3.52564 -2.69530 0.03 -0.18 0.06
C 2.62227 4.08184 -3.55570 -0.19 -0.14 0.11
C 1.36177 3.50644 -3.63800 0.14 -0.12 -0.05
C 1.07497 2.40424 -2.84710 -0.23 0.07 -0.33
N 1.96627 1.89764 -2.00260 0.04 0.42 0.14
H 4.61567 1.26144 1.87600 0.05 -0.20 -0.07
H 5.20287 0.10084 0.67670 -0.16 0.03 0.14
H 5.00117 -1.76936 2.37070 0.16 0.01 -0.03
H 3.48617 -3.39306 3.46690 0.03 -0.09 0.05
H 1.03277 -2.94086 3.45360 -0.15 -0.04 -0.01
H 0.21347 -0.88726 2.26980 0.04 -0.06 -0.10
H 4.55437 3.90934 -2.59500 0.13 0.04 -0.01
H 2.86667 4.94994 -4.15060 0.05 0.04 -0.04
H 0.61407 3.88634 -4.31630 -0.09 0.05 -0.01
H 0.10867 1.90404 -2.88960 0.13 0.16 0.11
S -2.24113 0.85264 -2.39780 -0.13 -0.01 0.00
P -2.39613 0.94444 -0.44370 -0.04 -0.05 0.12
S -0.69883 1.10994 0.66680 -0.15 -0.04 0.03
C -3.29933 -0.50266 0.22920 0.23 0.38 -0.28
C -2.62583 -1.57566 0.79130 0.03 0.12 -0.01
C -3.34143 -2.63396 1.32000 0.01 -0.13 0.03
C -4.72573 -2.62486 1.27570 -0.03 -0.10 0.03
C -5.39513 -1.56836 0.68000 -0.14 -0.04 0.01
C -4.68533 -0.50716 0.15230 0.04 -0.01 0.01
C -3.41003 2.32474 0.18510 0.22 -0.26 -0.26
C -3.42043 2.53064 1.55920 -0.04 0.02 -0.04
C -4.13883 3.58294 2.08750 -0.02 -0.01 0.12
C -4.85643 4.41994 1.24630 -0.06 0.09 -0.02
C -4.85333 4.20414 -0.12190 -0.11 0.14 0.04
C -4.12603 3.15564 -0.65980 0.06 -0.11 -0.04
H -1.54413 -1.55856 0.82690 0.02 0.00 0.06
H -2.81753 -3.45956 1.77940 0.03 -0.11 0.04
H -5.28433 -3.44186 1.70710 -0.06 -0.09 0.03
H -6.47373 -1.56506 0.63700 -0.11 -0.02 0.00
H -5.20353 0.32424 -0.30760 -0.03 0.02 0.01
H -2.84513 1.87204 2.19420 -0.01 0.02 0.11
H -4.13163 3.75194 3.15420 -0.04 0.04 0.09
H -5.41623 5.24464 1.66310 -0.05 0.07 0.01
H -5.41393 4.85704 -0.77440 -0.05 0.07 -0.04
H -4.10663 2.98084 -1.72780 0.04 -0.02 -0.03
C 1.56277 -5.19406 -0.36430 0.03 0.02 0.01
C 1.55267 -3.73536 -0.68020 -0.03 0.33 -0.14
C 2.72847 -2.99796 -0.79090 -0.12 0.04 -0.10
C 2.66287 -1.66516 -1.15510 0.23 -0.44 -0.43
N 1.51247 -1.04536 -1.43490 0.10 -0.48 0.32
C 0.38117 -1.74856 -1.35260 -0.33 -0.37 -0.35
C 0.36027 -3.07646 -0.96880 0.15 0.03 -0.02
H 2.50827 -5.49256 0.07910 0.05 -0.09 0.07
H 1.42597 -5.75476 -1.28960 0.01 -0.09 0.00
H 0.74517 -5.45546 0.30320 -0.03 -0.05 0.07
H 3.68687 -3.46016 -0.60800 0.10 -0.01 0.03
H 3.56587 -1.08016 -1.30140 -0.07 0.05 0.24
H -0.52303 -1.24356 -1.68350 0.03 0.11 0.31
H -0.58023 -3.59966 -0.89560 -0.17 -0.04 -0.08

=====

Record 3
64
Properties=species:S:1:pos:R:3:forces:R:3 method="wB97M-V/def2-TZVPD" e_homo_ev=-7.0 multiplicity=1 e_above_lowest_ev=0.000 lumo_ev=-1.98
C -3.33204 2.11066 2.08206 -0.38 0.12 -0.23
C -1.93179 1.75357 2.36090 0.93 -1.01 0.19
N -1.52436 1.47139 3.62255 -0.55 0.44 -0.66
C -2.38624 1.45445 4.79910 -0.19 0.13 -0.02
C -0.14437 1.25922 3.65321 0.67 0.02 -0.64
C 0.33798 1.35627 2.32678 -0.19 0.39 0.91
C 1.68510 1.13361 2.08876 0.52 -0.01 0.18
C 2.55009 0.95100 3.18560 -0.50 0.01 -0.33
C 2.05714 0.91696 4.50389 -0.35 0.04 -0.27
C 0.68394 1.04969 4.74897 0.21 -0.07 -0.18
C -0.80919 1.68056 1.47141 0.22 0.04 0.26
C -0.78520 1.88931 0.08573 -0.31 0.64 0.51
C 0.25730 2.57633 -0.62886 0.66 0.32 -0.68
C 1.10279 3.55025 -0.02630 -0.09 -0.52 0.04
C 2.13855 4.13735 -0.74943 -0.15 -0.17 0.28
C 2.42202 3.69835 -2.04934 -0.36 -0.01 0.29
C 1.55456 2.81134 -2.68212 -0.25 0.28 -0.19
C 0.43123 2.33710 -2.01846 -0.32 0.42 0.36
H -3.41739 2.55312 1.08794 -0.04 -0.08 0.12
H -3.96773 1.21584 2.11802 0.03 0.17 0.08
H -3.69793 2.84124 2.81592 -0.02 -0.20 -0.20
H -1.77898 1.22892 5.67945 -0.20 0.08 -0.26
H -2.87457 2.42948 4.93799 0.21 -0.23 0.00
H -3.16978 0.69115 4.70233 0.28 0.14 -0.03
H 2.02665 1.11356 1.05310 0.22 -0.02 0.31
H 3.62197 0.84226 3.00522 -0.39 -0.05 0.06
H 2.74505 0.77128 5.33881 -0.23 0.05 -0.27
H 0.25771 1.00691 5.74742 0.31 -0.06 -0.07
H -1.66999 1.60343 -0.48961 0.16 0.22 0.06
H 0.90648 3.81934 1.01483 0.19 0.00 -0.34
H 2.73573 4.92516 -0.28837 -0.10 -0.31 -0.10
H 3.29047 4.07329 -2.58824 -0.20 -0.02 0.16
H 1.75148 2.50099 -3.70548 -0.16 0.09 0.29
H -0.34558 1.77979 -2.54140 0.55 -0.07 0.10
C -4.80854 -2.26446 -1.38086 0.17 0.10 0.01
C -4.36030 -1.17544 -0.62749 0.24 -0.08 0.01
C -2.99591 -1.02776 -0.35689 -0.13 -0.25 -0.15
C -2.08464 -1.96864 -0.84221 -0.40 0.22 -0.31
S -0.32915 -1.77457 -0.50986 -0.70 -0.18 -0.44
C 0.12701 -0.67007 -1.69136 -0.06 0.22 -0.66
S 1.74208 -0.48791 -2.20642 -0.61 -0.71 0.03
C 2.47829 -2.08650 -2.50877 0.14 -0.25 0.13
C 3.12988 -2.73984 -1.46631 0.13 -0.07 -0.29
C 3.70566 -3.98742 -1.69856 -0.10 0.11 -0.13
C 3.60322 -4.57806 -2.96106 -0.06 0.10 0.08
C 2.94647 -3.91582 -4.00129 -0.02 0.15 0.17
C 2.38742 -2.65777 -3.78011 0.02 -0.03 0.28
O 1.71874 0.12908 -3.52057 -0.07 0.34 0.10
O 2.50936 0.10896 -1.12899 0.31 0.01 -0.14
O -0.24158 -1.17623 0.80733 0.12 -0.47 0.52
O 0.21916 -3.09815 -0.73593 0.29 0.09 0.61
C -2.52666 -3.03927 -1.62605 -0.10 0.19 0.17
C -3.89018 -3.18570 -1.89032 0.11 0.14 0.16
H -5.87316 -2.38969 -1.57646 0.25 0.04 0.02
H -5.06543 -0.43548 -0.24417 0.12 -0.25 -0.12
H -2.62979 -0.19100 0.23709 -0.08 -0.28 -0.04
H -0.66800 -0.35431 -2.36010 0.36 -0.38 -0.10
H 3.19653 -2.25606 -0.49579 -0.03 -0.12 -0.15
H 4.23239 -4.48925 -0.88719 -0.15 0.04 -0.24
H 4.03439 -5.56279 -3.13417 -0.06 0.21 0.03
H 2.86635 -4.36910 -4.98930 0.07 0.06 0.26
H 1.88774 -2.11026 -4.57584 0.09 -0.12 0.17
H -1.80429 -3.75397 -2.01370 -0.08 0.18 0.12
H -4.22820 -4.02571 -2.49705 0.04 0.22 0.18